The following is a DFT calculation (wB97M-V/def2-TZVPD) of an isolated molecule of H3IP2S2 at a distorted geometry.

Results
**Structure (SMILES)**: S=[P@H](S)PI
**Frontier orbital gap**: 8.3 eV
**Net charge**: 0
**Energy above the lowest of the compared OMol25 structures with the same formula, charge and spin**: 22.20 kcal per mole
**E_HOMO**: -0.32645 hartree
**DFT total energy**: -48397.3062 eV
**Lowest unoccupied orbital energy**: -0.5 eV

Each atom is followed by the atoms it is bonded to, with distances in Å.
Cartesian coordinates (Å):
1 S -0.32 1.73 1.54  P2 1.936
2 P -0.32 0.19 0.36  S1 1.936, S3 2.168, P4 2.215, H6 1.626
3 S 0.28 -1.58 1.46  P2 2.168, H7 1.270
4 P 1.32 0.63 -1.07  P2 2.215, I5 2.383, H8 1.540
5 I 1.20 -1.16 -2.65  P4 2.383
6 H -1.84 -0.15 -0.09  P2 1.626
7 H -0.77 -1.39 2.14  S3 1.270
8 H 0.45 1.73 -1.70  P4 1.540

Atomic partial charges in e from the Löwdin method, atoms 1 to 5: 0.0224 -0.3877 0.3377 0.0567 0.2714

---

The following is a DFT calculation (wB97M-V/def2-TZVPD) of a cluster of 2 separate species, H3N2O2 in total at a distorted geometry.

Results
**Frontier orbital gap (spin up / spin down)**: 6.6 / 7.3 eV
**Net charge**: -1
**Energy above the lowest of the compared OMol25 structures with the same formula, charge and spin**: 33.92 kcal per mole
**E_HOMO (spin up / spin down)**: -0.05549 / -0.08346 hartree
**DFT total energy**: -7117.9201 eV
**Lowest unoccupied orbital energy (spin up / spin down)**: 5.1 / 5.1 eV

Each atom is followed by the atoms it is bonded to, with distances in Å.
Cartesian coordinates (Å):
1 N 0.97 -0.71 -0.63  O4 1.407, H5 1.041, H6 1.024
2 N -1.24 -0.76 0.36  O3 1.228, O4 1.464
3 O -1.49 -0.24 -0.72  N2 1.228
4 O 0.18 -1.11 0.46  N1 1.407, N2 1.464
5 H 0.26 -0.54 -1.36  N1 1.041
6 H 1.35 0.22 -0.39  N1 1.024
7 H -1.47 0.64 1.75  no bonds

Atomic partial charges in e from the Löwdin method, atoms 1 to 5: -0.0517 -0.2495 -0.2844 -0.3556 0.0370